18
Properties=species:S:1:pos:R:3:forces:R:3:lowdin_charge:R:1 method="wB97M-V/def2-TZVPD" e_lumo_ev=-3.51 charge=+1 total_energy_ha=-285.4563 homo_lumo_gap_ha=0.35935 spin_multiplicity=1 de_lowest_kcal_mol=68.4 homo_energy_ev=-13.284
C 1.329566 1.821072 -0.057302 3.976 -1.425 -0.080 0.00
C 2.169009 -0.682879 0.326684 -3.711 0.859 2.006 0.04
C 1.119791 0.363220 -0.036076 -0.639 -0.708 -0.860 -0.23
N -3.035627 -0.644552 0.358609 -0.779 1.667 0.157 0.03
N -0.042116 0.077742 -0.540277 1.329 -0.644 0.965 -0.01
N -0.608289 -1.135412 -0.627422 -3.956 0.069 -1.323 0.05
H 2.166605 1.994439 0.649846 -0.983 0.737 -0.067 0.12
H 0.422065 2.295718 0.052195 -1.543 1.573 0.745 0.07
H 1.758820 2.047959 -1.029938 0.101 0.360 -0.246 0.11
H 2.180344 -1.493094 -0.289834 -0.927 -2.450 -2.043 0.06
H 2.078045 -1.114892 1.338048 0.157 0.692 -0.175 0.13
H 3.072097 -0.312193 0.099754 3.486 1.937 0.101 0.05
H -3.931334 -0.976554 0.642524 -0.715 -1.383 0.479 0.05
H -3.394170 -0.066573 -0.415707 0.571 0.355 0.303 0.07
H -0.525484 0.866826 -1.015936 -0.021 -1.082 0.642 0.20
H -0.209729 -1.964351 -0.240494 1.085 0.203 0.489 0.10
H -1.725242 -1.059869 -0.375862 2.441 -0.510 -0.158 0.07
H -2.824348 -0.016613 1.161189 0.127 -0.249 -0.935 0.08

=====

41
Properties=species:S:1:pos:R:3:forces:R:3:lowdin_charge:R:1 method="wB97M-V/def2-TZVPD" e_lumo_ev=1.06 charge=-1 total_energy_ha=-2409.3593 homo_lumo_gap_ha=0.12018 spin_multiplicity=1 homo_energy_ev=-2.210
C 0.805783 3.305037 1.520177 0.229 0.385 -0.412 -0.06
O 0.856937 3.168563 0.090729 -0.434 -0.454 0.506 -0.14
C -0.173847 2.362843 -0.415243 1.028 1.031 -1.243 -0.15
N -0.275076 1.079159 0.233341 -1.008 -0.027 0.708 0.10
C -1.188331 0.485864 1.030021 0.086 0.305 -0.092 -0.26
N -2.365984 1.006904 1.418228 -0.359 -0.960 0.791 -0.11
O -2.865500 2.225925 1.033710 0.374 0.432 -0.421 -0.01
C -3.198047 0.215708 2.317275 -0.485 1.289 0.537 -0.12
C -4.249945 1.167752 2.950115 -0.359 -0.508 -0.567 -0.79
O -5.405444 1.020742 2.745952 0.189 0.194 0.271 0.04
I -3.582478 2.765233 4.268704 0.130 -0.365 -0.183 0.79
N -0.821236 -0.732215 1.431410 0.163 0.566 -0.379 0.23
C 0.393920 -0.905635 0.856940 -0.946 -1.025 1.566 -0.23
C 1.195411 -2.138690 1.074648 -0.222 -0.271 -0.082 -0.08
C 1.313259 -3.048467 -0.171569 -0.266 0.010 0.338 -0.24
N 1.952953 -4.111987 -0.017513 0.120 -0.458 1.166 0.09
N 0.722978 0.145400 0.159910 1.866 -0.060 -0.201 0.00
C 1.926783 0.282535 -0.533954 1.144 0.432 -0.329 -0.70
Cl 3.437273 0.583660 0.322834 -0.951 -0.108 0.191 0.65
C 1.871944 0.116131 -1.858616 -1.057 -0.486 -1.477 -0.71
C 0.646807 -0.207050 -2.632754 -0.202 3.658 2.658 -0.13
Cl 3.286200 0.190942 -2.805923 0.288 0.231 -0.059 0.77
H 1.621207 2.701163 1.933896 -0.293 0.093 0.201 0.08
H 0.960848 4.366152 1.740697 0.088 -0.229 0.077 0.09
H -0.173553 3.017201 1.920980 0.198 -0.039 0.036 0.08
H 0.081775 2.196127 -1.468924 0.009 -0.185 0.240 0.13
H -1.101595 2.938494 -0.404611 -0.229 -0.630 0.438 0.13
H -3.050090 2.193893 0.080864 -0.225 -0.284 0.072 0.13
H -3.759626 -0.566255 1.799812 0.158 -0.001 0.117 0.14
H -2.607957 -0.161318 3.157534 0.105 -0.240 -0.400 0.12
H 0.666235 -2.712795 1.842724 -0.021 0.178 -0.138 0.11
H 2.191594 -1.946456 1.488098 -0.104 0.277 -0.342 0.11
H 0.869680 -2.811645 -1.149894 0.090 0.339 0.270 0.11
H 1.982779 -4.617170 -0.906687 0.038 0.377 -0.224 0.04
H 0.370658 0.707966 -3.184967 0.171 -0.304 -0.353 0.08
H -0.188081 -0.411954 -1.943295 0.126 -0.134 -0.234 0.08
H 0.824943 -1.135468 -3.325260 0.438 -1.755 -0.489 -0.07
C 1.775069 -3.204217 -3.629066 1.250 -1.154 -2.270 -0.87
O 2.092254 -3.568422 -2.440263 -0.157 0.450 -1.098 -0.17
O 0.902883 -2.236799 -3.836386 -0.834 -0.627 -0.465 -0.13
O 2.256616 -3.726852 -4.693671 -0.135 0.057 1.275 -0.14

=====

16
Properties=species:S:1:pos:R:3:forces:R:3:lowdin_charge:R:1 method="wB97M-V/def2-TZVPD" e_lumo_ev=1.10 total_energy_ha=-271.6774 homo_lumo_gap_ha=0.39422 spin_multiplicity=1 de_lowest_kcal_mol=47.2 homo_energy_ev=-9.630
O 1.658356 1.067925 -0.112836 -0.209 0.199 0.087 -0.11
C 1.856890 -0.311543 -0.084081 -0.106 -0.693 -0.123 -0.29
C 0.543797 -1.087099 -0.386232 0.191 0.462 -0.003 -0.15
C -0.590886 -0.437207 0.380880 0.224 1.039 0.258 -0.21
C -1.846990 0.091910 -0.177110 -0.686 -0.266 -0.144 -0.17
C -0.963498 1.182663 0.305050 -0.548 -0.389 0.231 -0.12
H 0.710612 1.183460 0.197167 1.640 0.000 -0.347 0.01
H 2.235189 -0.647776 0.900338 -0.055 0.141 -0.202 0.11
H 2.589787 -0.610386 -0.843070 0.050 0.232 0.175 0.11
H 0.725868 -2.124717 -0.059626 -0.421 0.311 -0.055 0.12
H 0.334569 -1.118584 -1.463558 0.064 0.192 0.181 0.12
H -0.633844 -0.799199 1.411886 -0.115 0.446 -0.185 0.14
H -1.919268 0.045885 -1.257746 -0.232 -0.087 0.033 0.11
H -2.762940 -0.045856 0.369764 -0.301 -0.339 -0.099 0.10
H -0.759297 1.965790 -0.447738 0.592 -0.890 0.279 0.12
H -1.178340 1.644728 1.266918 -0.089 -0.358 -0.085 0.10

=====

Please write out number 3 again, unchanged.
16
Properties=species:S:1:pos:R:3:forces:R:3:lowdin_charge:R:1 method="wB97M-V/def2-TZVPD" e_lumo_ev=1.10 total_energy_ha=-271.6774 homo_lumo_gap_ha=0.39422 spin_multiplicity=1 de_lowest_kcal_mol=47.2 homo_energy_ev=-9.630
O 1.658356 1.067925 -0.112836 -0.209 0.199 0.087 -0.11
C 1.856890 -0.311543 -0.084081 -0.106 -0.693 -0.123 -0.29
C 0.543797 -1.087099 -0.386232 0.191 0.462 -0.003 -0.15
C -0.590886 -0.437207 0.380880 0.224 1.039 0.258 -0.21
C -1.846990 0.091910 -0.177110 -0.686 -0.266 -0.144 -0.17
C -0.963498 1.182663 0.305050 -0.548 -0.389 0.231 -0.12
H 0.710612 1.183460 0.197167 1.640 0.000 -0.347 0.01
H 2.235189 -0.647776 0.900338 -0.055 0.141 -0.202 0.11
H 2.589787 -0.610386 -0.843070 0.050 0.232 0.175 0.11
H 0.725868 -2.124717 -0.059626 -0.421 0.311 -0.055 0.12
H 0.334569 -1.118584 -1.463558 0.064 0.192 0.181 0.12
H -0.633844 -0.799199 1.411886 -0.115 0.446 -0.185 0.14
H -1.919268 0.045885 -1.257746 -0.232 -0.087 0.033 0.11
H -2.762940 -0.045856 0.369764 -0.301 -0.339 -0.099 0.10
H -0.759297 1.965790 -0.447738 0.592 -0.890 0.279 0.12
H -1.178340 1.644728 1.266918 -0.089 -0.358 -0.085 0.10